16
Properties=species:S:1:pos:R:3:forces:R:3:nbo_charge:R:1 method="wB97M-V/def2-TZVPD" homo_lumo_gap_ev=7.24 homo_energy_ha=-0.2640 energy_ha=-234.41598 lumo_ev=0.06 e_above_lowest_kcal_mol=117.1 charge=0
C -0.42488 0.39219 -0.72398 -1.183 1.410 -5.951 -0.186
C 0.33459 1.31458 -1.48935 -1.390 -1.611 2.884 -0.491
C 0.49644 -0.84848 0.34777 -2.975 -0.600 -0.908 0.002
C -0.48591 0.12833 0.62616 1.931 0.542 3.865 -0.171
C -0.16345 1.25919 1.55843 -0.861 -0.589 3.200 -0.656
C 0.08951 -2.20885 -0.32861 0.886 0.708 0.330 -0.647
H -1.24837 -0.08194 -1.21498 -0.103 -0.593 -1.291 0.209
H 1.06004 1.83172 -0.86999 0.120 0.560 -0.680 0.181
H -0.01655 1.66200 -2.45449 0.358 -0.178 0.112 0.215
H 1.48549 -0.46509 0.45728 1.288 -0.837 0.760 0.206
H -0.22860 0.80296 2.66624 1.066 0.929 -2.229 0.214
H -1.01130 2.00040 1.70667 1.063 -0.570 -1.069 0.230
H 0.80323 1.74709 1.28593 -0.636 -0.134 0.833 0.207
H 0.46497 -2.27307 -1.34078 0.021 0.199 -0.438 0.224
H -1.00350 -2.39971 -0.33340 0.756 0.410 0.245 0.232
H 0.61688 -3.04610 0.15502 -0.341 0.355 0.335 0.230

***

16
Properties=species:S:1:pos:R:3:forces:R:3:nbo_charge:R:1 method="wB97M-V/def2-TZVPD" homo_lumo_gap_ev=5.66 homo_energy_ha=-0.2550 energy_ha=-234.34514 lumo_ev=-1.28 e_above_lowest_kcal_mol=161.5 charge=0
C 1.04957 1.57865 -0.65618 -1.958 0.071 -0.860 -0.593
C 0.32270 0.33266 -0.07833 1.289 2.132 0.265 -0.083
C -1.11274 0.50208 0.21188 2.380 -4.760 -1.469 -0.169
C -1.55244 -0.64404 1.09665 -1.522 1.676 2.824 -0.686
C 0.74963 -0.93738 -0.85857 -1.542 -1.784 -0.080 -0.411
C 1.47897 -0.70973 0.36405 -1.616 2.090 -0.853 -0.248
H 2.08073 1.45346 -0.98466 -0.356 -0.280 -0.122 0.227
H 1.00862 2.34111 0.09551 0.361 0.340 0.666 0.217
H 0.36354 2.00411 -1.43092 0.824 -0.286 -0.023 0.189
H -1.73002 0.63921 -0.69348 0.241 1.363 0.604 0.221
H -1.29268 -0.18433 2.09415 -0.282 -0.929 -0.329 0.223
H -1.03307 -1.60289 1.10564 0.718 0.087 -0.459 0.219
H -2.63962 -0.90427 1.24050 0.869 0.617 -0.784 0.220
H 0.74672 -0.85420 -1.95733 1.182 1.159 0.541 0.259
H -0.04031 -1.69094 -0.79729 0.270 -0.950 0.305 0.218
H 1.60039 -1.32350 1.24839 -0.858 -0.545 -0.227 0.197

***

16
Properties=species:S:1:pos:R:3:forces:R:3:nbo_charge:R:1 method="wB97M-V/def2-TZVPD" homo_lumo_gap_ev=5.68 homo_energy_ha=-0.2424 energy_ha=-234.23864 lumo_ev=-0.91 e_above_lowest_kcal_mol=228.3 charge=0
C -2.40316 0.14487 0.06317 1.240 -1.681 -2.021 -0.676
C -1.07345 -0.49762 -0.50625 0.259 4.216 2.074 -0.309
C 0.10006 0.42762 -0.65519 0.174 -0.004 0.408 -0.168
C 1.50601 1.37261 -0.34382 -1.161 -2.117 1.155 -0.143
C 1.44790 -0.07059 -0.26901 0.401 -0.614 -1.089 -0.359
C 1.50513 -0.56275 1.17284 -1.374 -1.191 0.153 -0.611
H -2.57571 -0.06111 1.12009 0.362 -0.157 -0.080 0.218
H -2.89992 -0.57118 -0.56937 -2.413 0.338 0.391 0.216
H -2.66473 1.19132 -0.12847 0.272 -0.174 -0.349 0.209
H -1.16876 -1.17220 -1.36937 0.557 -0.429 0.915 0.221
H -0.23075 1.03019 -1.51990 0.866 0.476 -0.121 0.325
H 2.44871 1.87312 -0.62061 -1.266 0.831 -1.040 0.236
H 1.65589 -0.88452 -0.98098 1.552 0.535 -0.090 0.183
H 2.43346 -0.49275 1.74528 0.184 0.123 -0.757 0.220
H 1.19534 -1.59597 1.05603 0.343 -0.477 0.684 0.216
H 0.72398 -0.13107 1.80556 0.005 0.327 -0.235 0.222

***

16
Properties=species:S:1:pos:R:3:forces:R:3:nbo_charge:R:1 method="wB97M-V/def2-TZVPD" homo_lumo_gap_ev=9.44 homo_energy_ha=-0.3077 smiles="C=CC=C(C)C" energy_ha=-234.52593 lumo_ev=1.07 e_above_lowest_kcal_mol=48.1 charge=0
C -1.80841 0.87007 -0.13412 1.554 -4.113 0.843 -0.203
C -0.34173 1.13928 -0.09201 -2.340 -2.184 0.278 -0.268
C -2.33779 -0.36067 0.11597 0.440 0.311 -0.009 -0.394
C 0.63197 0.24356 -0.02897 1.473 0.206 0.124 0.058
C 0.60665 -1.23534 -0.00429 -0.741 -2.334 3.916 -0.648
C 2.08627 0.61372 -0.03716 -1.356 -1.462 1.519 -0.617
H -2.45578 1.59786 -0.44666 -1.359 2.052 -0.676 0.196
H -0.14124 2.13533 0.00828 1.025 2.553 -0.164 0.198
H -1.68983 -1.20847 0.45103 -1.195 1.073 -0.512 0.184
H -3.41201 -0.57975 -0.00494 0.632 0.305 0.152 0.197
H -0.17135 -1.62364 0.83754 2.169 0.646 -1.935 0.212
H 1.62883 -1.78828 0.25475 -2.088 1.558 -0.644 0.219
H 0.25460 -1.58507 -0.92677 -0.601 -0.895 -1.394 0.232
H 2.26367 1.61403 -0.24529 0.695 1.737 -0.489 0.212
H 2.45848 -0.12799 -0.70238 1.226 0.126 -0.937 0.212
H 2.42766 0.29536 0.95504 0.466 0.423 -0.072 0.211

***

16
Properties=species:S:1:pos:R:3:forces:R:3:nbo_charge:R:1 method="wB97M-V/def2-TZVPD" homo_lumo_gap_ev=10.52 homo_energy_ha=-0.3423 energy_ha=-234.47605 lumo_ev=1.20 e_above_lowest_kcal_mol=79.4 charge=0
C 1.93128 -0.21883 0.51820 -0.130 -0.026 0.281 -0.605
C 0.53506 -0.85271 0.23534 0.211 -0.582 -0.395 -0.257
C -1.10110 -0.77088 0.03530 0.101 -0.171 0.388 -0.162
C -1.82065 0.56179 0.15474 -0.043 0.024 0.166 -0.403
C -0.47170 1.15256 -0.26577 0.175 0.227 0.087 -0.401
C -0.11344 -0.22091 -0.93599 0.227 -0.148 -0.064 -0.266
H 2.38028 -0.37138 1.50191 -0.234 -0.036 0.077 0.207
H 1.99858 0.84782 0.26609 -0.213 -0.283 0.212 0.209
H 2.58741 -0.72369 -0.21436 -0.224 0.068 0.339 0.212
H 0.65100 -1.92654 0.29863 0.110 -0.310 -0.698 0.207
H -1.55798 -1.76144 0.04015 0.198 0.214 -0.013 0.216
H -2.54689 0.68330 -0.66277 0.096 -0.289 0.235 0.202
H -2.28032 0.86152 1.10261 0.171 0.026 -0.079 0.193
H 0.08852 1.04009 0.68545 -0.110 1.493 -0.718 0.219
H -0.38674 2.11525 -0.77816 -0.024 -0.232 0.136 0.213
H 0.10669 -0.41596 -1.98136 -0.312 0.027 0.047 0.216

***

16
Properties=species:S:1:pos:R:3:forces:R:3:nbo_charge:R:1 method="wB97M-V/def2-TZVPD" homo_lumo_gap_ev=8.34 homo_energy_ha=-0.2638 energy_ha=-234.43568 lumo_ev=1.16 e_above_lowest_kcal_mol=104.7 charge=0
C 1.98290 -0.14163 0.26225 0.027 -0.046 0.009 -0.706
C 0.87703 0.32517 -0.65894 0.306 0.253 0.071 -0.025
C 0.05378 1.42107 -0.07285 -0.038 0.026 -0.041 -0.507
C -0.67568 0.22400 0.44129 -0.055 -0.010 0.204 -0.169
C -1.94066 -0.35156 -0.09596 -0.124 0.058 -0.001 -0.439
C -0.73777 -1.04909 -0.63490 -0.084 -0.384 -0.121 -0.348
H 1.89215 0.09114 1.34128 -0.098 0.004 -0.160 0.164
H 2.88012 0.38206 -0.09843 -0.141 -0.068 0.028 0.239
H 2.19697 -1.21164 0.15392 -0.060 0.183 -0.015 0.215
H 0.49051 2.00726 0.74275 -0.038 -0.138 -0.086 0.209
H -0.50227 2.05448 -0.76999 0.104 -0.132 0.097 0.208
H -0.39436 -0.10132 1.43942 0.009 -0.010 -0.261 0.229
H -2.55548 -0.88428 0.62390 0.118 0.108 -0.058 0.227
H -2.50744 0.25785 -0.79555 0.113 -0.086 0.087 0.222
H -0.60943 -1.03556 -1.70757 0.036 0.083 0.271 0.260
H -0.45036 -1.98796 -0.17062 -0.074 0.161 -0.023 0.221

***

16
Properties=species:S:1:pos:R:3:forces:R:3:nbo_charge:R:1 method="wB97M-V/def2-TZVPD" homo_lumo_gap_ev=10.39 homo_energy_ha=-0.3427 smiles=CC#CCCC energy_ha=-234.55406 lumo_ev=1.06 e_above_lowest_kcal_mol=30.4 charge=0
C -1.63980 0.21982 0.87238 0.014 0.027 0.032 -0.613
C -1.77390 0.13799 -0.64973 -0.015 -0.022 -0.073 -0.380
C -0.48752 0.54950 -1.40415 -0.040 0.038 -0.029 -0.468
C 0.73707 0.09936 -0.72720 0.337 -0.111 0.211 -0.027
C 1.69134 -0.22072 -0.06354 -0.450 0.075 -0.183 -0.009
C 2.77399 -0.61844 0.83890 0.051 -0.016 0.046 -0.679
H -1.15453 -0.68354 1.25360 -0.002 0.191 0.012 0.211
H -2.61941 0.30396 1.35188 0.108 -0.020 -0.057 0.209
H -1.02580 1.07726 1.17849 -0.198 -0.141 -0.063 0.208
H -2.58736 0.78564 -1.00015 0.140 -0.109 0.050 0.201
H -2.04903 -0.88706 -0.92840 0.059 0.173 0.015 0.199
H -0.52877 0.17372 -2.43387 0.074 0.029 0.175 0.229
H -0.45164 1.64410 -1.48483 0.016 -0.150 0.071 0.223
H 3.65333 -0.97705 0.29727 -0.121 0.040 0.014 0.232
H 3.08488 0.22315 1.46688 -0.046 -0.105 -0.114 0.232
H 2.43324 -1.42054 1.50251 0.074 0.102 -0.106 0.232

***

16
Properties=species:S:1:pos:R:3:forces:R:3:nbo_charge:R:1 method="wB97M-V/def2-TZVPD" homo_lumo_gap_ev=9.52 homo_energy_ha=-0.3084 smiles="C1=C2C[C@H]2CC1.[H][H]" energy_ha=-234.46822 lumo_ev=1.13 e_above_lowest_kcal_mol=84.3 charge=0
C 0.69459 -0.91177 -1.26407 0.213 -0.142 -0.189 -0.390
C -0.57680 -0.07199 -0.99868 -0.161 0.147 -0.059 -0.270
C -1.69646 -0.25921 0.03224 -0.067 -0.070 -0.018 -0.403
C -1.06665 0.21737 1.38516 -0.130 0.064 0.153 -0.436
C 0.43029 0.19122 1.10569 0.113 -0.074 -0.133 -0.163
C 0.64250 0.10385 -0.20478 -0.148 -0.131 0.250 -0.040
H 0.79300 -1.94720 -0.93565 -0.102 0.226 -0.045 0.220
H 1.17104 -0.70749 -2.22088 -0.069 0.003 0.128 0.223
H -0.76322 0.63288 -1.80802 0.034 -0.079 0.106 0.213
H -2.54886 0.36698 -0.25197 0.101 -0.153 0.055 0.217
H -2.06967 -1.28722 0.10528 0.125 0.095 -0.005 0.208
H -1.27743 -0.48486 2.20162 0.030 0.070 -0.120 0.211
H -1.47230 1.17865 1.72262 0.118 0.012 -0.117 0.210
H 3.62199 1.61586 -0.43871 -0.117 -0.051 0.025 -0.013
H 1.17935 0.01859 1.87191 -0.115 0.004 0.005 0.206
H 2.93862 1.34433 -0.30175 0.176 0.077 -0.037 0.008